(1)
# C32H81F6N6O11Ti2

C32H81F6N6O11Ti2 as an isolated structure (the ωB97M-V functional and the def2-TZVPD basis, the Open Molecules 2025 dataset).

Geometry (Å):
Ti: -16.9982 7.1255 11.2780
Ti: -20.3216 6.1667 11.7041
F: -14.3068 6.0808 8.3994
F: -16.1565 3.5293 12.7188
F: -17.2957 3.2182 14.5078
F: -15.7671 6.9333 7.0001
F: -14.7677 5.1022 6.5659
F: -15.3939 4.2454 14.5968
O: -16.9183 5.2970 17.3522
O: -12.0244 7.9749 11.0619
O: -15.9352 4.0868 9.1951
O: -12.8194 11.9671 14.6483
O: -18.1998 5.5349 12.7226
O: -17.9020 3.7197 10.7840
O: -19.0799 -2.6517 15.4240
O: -16.1826 10.3078 17.5977
O: -16.2935 6.4683 13.4819
O: -14.7298 10.5586 7.7374
O: -17.3586 5.7825 9.0082
N: -18.1322 13.2096 16.4383
N: -20.1169 5.7156 18.9937
N: -10.4841 10.8863 12.6272
N: -15.8169 -2.2968 13.8407
N: -11.4199 11.6008 18.0973
N: -15.0735 8.1665 10.4856
C: -16.5368 11.6532 17.5240
C: -14.1768 12.0794 14.3121
C: -20.1661 -3.5074 15.1141
C: -12.7208 11.7239 16.0554
C: -10.2532 11.2294 16.0284
C: -14.5560 2.3380 9.9224
C: -17.5186 -0.5614 14.2228
C: -11.3674 12.0522 16.6843
C: -15.3781 9.3553 9.6801
C: -19.0820 5.8422 17.9440
C: -17.9778 10.9235 15.5054
C: -17.8712 11.7769 16.7574
C: -18.8214 7.3645 18.0105
C: -16.8709 -1.8587 14.7682
C: -14.7012 8.1398 14.1452
C: -14.9796 3.1427 8.7148
C: -17.8588 -3.0020 14.8050
C: -15.4666 10.6172 10.4321
C: -10.0483 10.0947 10.3264
C: -15.8715 7.2524 14.6231
C: -17.2652 5.4663 13.7387
C: -15.7087 4.5926 17.4851
C: -17.8485 5.0837 18.4235
C: -11.2823 8.6638 12.0014
C: -12.3363 6.6233 11.3420
C: -13.7710 10.9190 6.7449
C: -11.0088 10.0911 11.5183
C: -15.0702 10.0186 18.4529
C: -15.3236 5.8071 7.5614
C: -14.2631 9.5479 8.5918
C: -16.4653 5.0795 8.2668
C: -16.5156 4.1288 13.8749
H: -17.9079 9.9014 15.8849
H: -19.7494 7.8957 17.7799
H: -13.0017 10.7013 16.3172
H: -13.6814 10.0964 6.0295
H: -14.1563 8.2754 10.9272
H: -17.9718 -3.6472 13.9269
H: -11.8470 12.3722 18.6154
H: -10.6516 10.2289 15.8394
H: -18.5445 -0.3346 14.5367
H: -16.6551 7.9452 14.9409
H: -20.9802 6.1281 18.6504
H: -9.9402 11.5576 15.0378
H: -17.9913 13.7945 17.2552
H: -15.7035 11.5409 9.9032
H: -18.9537 10.9562 15.0169
H: -11.4606 6.0005 11.1367
H: -20.7084 -3.0312 14.2904
H: -14.0128 8.6084 8.0922
H: -17.0977 0.3821 14.5851
H: -11.9228 10.5403 11.1021
H: -14.0668 3.6054 8.3334
H: -17.5539 -0.6014 13.1341
H: -18.7554 3.6662 10.3025
H: -17.5989 5.4080 19.4345
H: -15.3513 2.4477 7.9552
H: -15.0078 8.9330 18.3987
H: -9.2885 9.3375 10.5246
H: -10.4931 11.6790 18.5113
H: -16.6850 12.1784 18.4742
H: -15.6063 6.6300 15.4750
H: -19.1320 13.1728 16.2633
H: -13.3357 9.7760 9.1381
H: -16.0771 -2.6360 12.9212
H: -14.8332 7.4759 9.7788
H: -10.3170 8.2349 12.3200
H: -13.9191 2.9517 10.5646
H: -14.9109 5.1590 16.9959
H: -15.2105 -1.5213 13.5907
H: -17.7804 5.6422 14.6873
H: -18.6127 11.4664 17.5040
H: -14.7630 12.8313 14.8547
H: -13.8944 1.5354 9.5856
H: -16.2672 9.2979 9.0413
H: -17.3553 -3.7575 15.4331
H: -15.2773 10.2906 19.4898
H: -16.3207 -1.6930 15.6908
H: -13.3991 12.4572 16.5093
H: -18.5993 7.6476 19.0380
H: -14.2707 12.1000 13.2289
H: -15.7781 3.6100 17.0125
H: -18.0513 7.7592 17.3444
H: -13.1309 6.3842 10.6414
H: -11.2886 11.1809 13.1765
H: -9.5545 11.0515 10.1421
H: -16.1826 10.6523 11.2647
H: -18.1148 4.0216 18.4697
H: -15.2976 4.4740 18.4925
H: -10.5764 9.9391 9.3846
H: -17.3205 4.2925 10.1684
H: -16.9599 4.4686 7.4969
H: -11.1531 13.1228 16.6847
H: -15.8124 12.2427 16.9405
H: -12.6230 6.4963 12.3896
H: -19.8375 -4.5305 14.9339
H: -12.8092 11.1648 7.2003
H: -14.2520 11.7776 6.2773
H: -9.3571 11.1401 16.6413
H: -13.8591 7.4827 13.9309
H: -14.1990 10.5324 18.0463
H: -14.5360 8.8704 14.9301
H: -18.0585 4.1980 11.6649
H: -19.4636 5.4847 16.9844
H: -15.3484 1.9391 10.5499
H: -20.8760 -3.4807 15.9421
H: -10.0637 11.7376 12.2752
H: -20.3755 4.7276 19.0483
H: -15.0116 8.5274 13.1743
H: -17.2251 11.2210 14.7753
H: -14.7178 11.1892 14.6779
H: -14.5365 10.9563 10.9128
H: -11.6696 8.7417 13.0342

Charge: +1
E, hartree: -4721.57420
Gap between HOMO and LUMO (alpha / beta), eV: 5.95 / 7.53
E_LUMO (alpha / beta), eV: -3.02 / -3.14
Spin multiplicity: 7

***

(2)
# C32H83F3N7O9Sr

C32H83F3N7O9Sr as an isolated structure (the ωB97M-V functional and the def2-TZVPD basis, the Open Molecules 2025 dataset).

Geometry (Å):
Sr: -1.6475 6.6343 -6.6128
F: -4.5289 3.7092 -11.1964
F: -3.0633 5.0334 -11.9836
F: -2.4548 3.6926 -10.6081
O: -2.4440 2.6372 -5.8887
O: -2.8950 6.2822 -9.0974
O: -3.1535 -0.2478 -8.5238
O: -3.9104 4.1838 -16.4072
O: -4.6225 4.9722 -8.5917
O: -11.3674 2.2779 -9.2692
O: 0.5018 9.6226 -10.7399
O: -2.7442 7.4702 -4.1677
O: -3.4782 10.2777 -11.6601
N: -3.5512 5.2219 -5.8366
N: -2.1076 5.3239 -18.5462
N: -0.4013 4.4505 -7.5215
N: -1.2297 -3.5342 -9.0808
N: -13.8569 1.0560 -9.8858
N: -0.1783 5.8644 -11.2951
N: -5.4642 13.4454 -11.2001
C: -4.7646 4.4240 -3.8259
C: -4.5578 11.2499 -11.8317
C: -3.8212 0.6413 -9.4127
C: 1.6288 7.0591 -11.8817
C: -13.0172 2.0021 -11.8363
C: -2.6827 1.6673 -4.9049
C: -4.1796 5.5921 -4.5722
C: -3.8969 5.5021 -9.7420
C: -3.3207 6.3515 -3.5112
C: 0.6280 7.0551 -10.8911
C: -12.7587 1.0119 -10.7466
C: 0.2255 2.4476 -8.6462
C: -0.2511 10.7688 -11.1362
C: -1.6387 -2.3170 -8.3090
C: -0.8997 3.1497 -7.7574
C: -4.2552 4.4859 -15.0827
C: -0.2010 8.4321 -11.0082
C: -1.2120 2.3674 -6.4790
C: -3.4829 4.4894 -10.8701
C: -6.0345 4.7005 -8.6607
C: -1.7744 4.8098 -17.2386
C: -6.4992 4.3618 -7.2375
C: -2.6207 3.7634 -16.6114
C: -0.5693 -1.9883 -7.2841
C: -2.1004 8.4121 -3.3762
C: -4.5062 12.3845 -10.7762
C: -4.8520 11.9384 -9.3127
C: -10.5351 3.3464 -9.6720
C: -1.6055 6.0324 -16.3418
C: -3.7179 8.8871 -11.8801
C: -11.2799 1.1788 -10.0731
C: -2.1994 -1.1223 -9.1487
H: 0.0512 4.4712 -6.6188
H: -2.4920 6.6634 -16.4043
H: 0.3136 -1.8240 -7.9018
H: -1.2881 7.8935 -2.8670
H: -3.7339 1.5152 -4.6601
H: 2.4642 7.6474 -11.5022
H: -5.8204 11.4383 -9.3276
H: -3.1490 1.4443 -9.7151
H: -2.1411 1.9580 -4.0047
H: -2.9116 4.9263 -19.0105
H: -6.3699 13.1299 -11.5167
H: -6.5336 5.5850 -9.0566
H: -5.1562 5.0965 -15.1420
H: -4.1890 0.0631 -10.2603
H: -4.5786 6.1624 -10.2781
H: -6.3851 5.1500 -6.4932
H: -2.0978 3.2097 -15.8316
H: -5.0011 3.6319 -4.5364
H: -12.6846 3.0141 -11.6053
H: 1.1501 2.2276 -8.1126
H: -0.1641 1.4645 -8.9102
H: -5.4485 10.6547 -11.6303
H: -14.0818 2.0387 -12.0670
H: -0.4794 -3.3321 -9.7260
H: -1.6351 5.7487 -15.2897
H: -0.3946 2.4246 -5.7602
H: -1.8715 3.1682 -8.2508
H: 1.4026 7.5199 -12.8432
H: -1.1466 8.3422 -10.4736
H: 1.0585 6.8409 -9.9128
H: -12.8036 0.0234 -11.2037
H: -0.9993 10.9511 -10.3649
H: -5.9812 3.4856 -6.8476
H: -0.3891 -2.8866 -6.6937
H: -2.7575 -1.6491 -9.9228
H: -0.7533 6.6597 -16.6033
H: -2.7136 2.9824 -17.3660
H: 0.4493 11.6038 -11.1245
H: -4.0370 3.9946 -3.1372
H: -0.8538 -1.0517 -6.8046
H: -5.6287 14.1719 -10.5180
H: -3.4914 12.7801 -10.7339
H: -0.8396 4.2633 -17.3635
H: -9.5656 3.1909 -9.1988
H: -4.3494 5.1625 -6.4525
H: -4.4599 3.6035 -14.4765
H: -0.2058 5.6694 -12.2857
H: -3.9531 6.5983 -2.6583
H: -0.9895 -4.2699 -8.4319
H: -5.0076 6.2942 -4.6702
H: -0.8741 10.8400 -12.0278
H: -4.8219 12.7857 -8.6278
H: -2.3426 6.3054 -18.5075
H: 2.2129 6.1422 -11.9601
H: -2.8186 8.2815 -11.7682
H: -6.1287 3.8323 -9.3129
H: -4.0879 11.3050 -8.8621
H: -4.6762 0.9679 -8.8207
H: -11.1081 0.3293 -9.4120
H: -7.5673 4.1451 -7.2508
H: -5.6024 4.7268 -3.1978
H: -2.4249 -2.6987 -7.6577
H: -3.4586 5.0073 -14.5520
H: -4.5342 11.5819 -12.8696
H: -1.6768 9.0865 -4.1205
H: -1.1032 6.0010 -10.9130
H: -12.4851 1.7176 -12.7441
H: -2.3210 0.6668 -5.1419
H: -2.8110 8.9898 -2.7853
H: -14.0093 2.0089 -9.5878
H: -4.4925 8.4603 -11.2430
H: -1.3644 -0.6414 -9.6581
H: -10.8910 4.3208 -9.3374
H: -10.3713 3.3195 -10.7493
H: 0.2592 4.6024 -8.2704
H: -0.5240 8.5876 -12.0375
H: -3.2316 4.2640 -5.8166
H: -10.4634 1.1050 -10.7914
H: -14.7581 0.8715 -10.3028
H: -4.0313 8.7793 -12.9185
H: -2.4630 5.7575 -3.1956
H: 0.4374 2.9939 -9.5653
H: -1.2358 1.3090 -6.7384

Charge: +1
E, hartree: -2659.33665
Gap between HOMO and LUMO, eV: 6.04
E_LUMO, eV: -3.92
Spin multiplicity: 1

***

(3)
# C32H83Li4N5O14

C32H83Li4N5O14 as an isolated structure (the ωB97M-V functional and the def2-TZVPD basis, the Open Molecules 2025 dataset).

Geometry (Å):
O: -0.6662 1.2077 -7.1249
O: 3.9777 1.2733 2.8517
O: -0.5083 -2.6438 5.1603
O: -0.4704 1.0541 6.9494
O: -2.0720 2.5973 -1.0553
O: -1.6170 -0.2130 0.4192
O: -4.5293 -0.4539 -1.3674
O: 2.9692 -3.7894 -1.5378
O: 3.2857 1.6817 -1.9448
O: 1.2969 5.8044 1.1859
O: 0.9884 -5.6575 3.2707
O: -4.1907 3.7042 2.1012
O: -0.3295 -2.4549 2.3308
O: -1.9014 -2.2491 -5.6280
N: -2.4737 0.9294 3.7552
N: 2.1838 -4.7407 0.8184
N: 1.3380 1.2622 -4.9668
N: -2.2814 -0.5469 -2.9159
N: 1.2100 3.6120 3.3131
C: 2.2553 1.9535 -4.0591
C: 2.6110 1.6440 2.9144
C: 3.4043 -3.8938 0.9017
C: 2.0575 1.4445 -2.6436
C: 2.5697 3.1810 3.1694
C: 1.4866 1.6636 -6.3677
C: 0.6646 0.7350 -7.2453
C: -5.3574 0.2346 -0.4309
C: 2.4891 -6.0264 1.5336
C: -3.6220 -0.8882 -3.3852
C: 0.3233 -1.3740 1.6503
C: 4.2213 -0.0504 2.3689
C: -0.9348 -1.6022 -4.8484
C: -2.1627 -3.5840 -5.2312
C: -3.9037 2.3553 2.3202
C: 3.0616 -3.1058 -2.7637
C: -2.9682 2.3125 3.5364
C: 0.6344 -5.5838 4.6543
C: 3.2594 1.2453 -0.6160
C: -1.2243 -1.4607 -3.3717
C: -1.4552 1.4843 6.0536
C: -1.6050 0.4429 -7.9051
C: 1.7850 6.4255 0.0408
C: 0.3486 3.7838 2.1743
C: -4.6928 -0.0293 -2.7257
C: 2.3905 -5.8364 3.0463
C: -1.2645 0.9731 4.6008
C: 3.5391 -3.1166 -0.4152
C: 0.7649 1.7398 6.7432
C: -0.2872 -0.7309 0.3638
C: -4.9625 3.8758 0.9174
C: 0.8715 4.4920 0.9295
Li: -1.9840 -3.2494 1.3983
Li: 0.5080 -4.4198 1.8416
Li: -2.7819 -1.2120 -1.0419
Li: -2.1214 -0.5466 2.3338
H: 0.0926 -1.9895 -4.8513
H: 3.2137 0.1394 -0.6845
H: -2.9956 -3.6132 -4.5223
H: 1.9809 -4.9781 -0.1497
H: 2.6224 -2.1058 -2.8005
H: -4.4270 3.4622 0.0556
H: -3.9922 -1.9172 -3.3213
H: 3.8204 -0.1639 1.3576
H: 2.2015 1.1153 3.7794
H: 3.7251 -0.6894 3.1058
H: 2.6393 -3.7544 -3.5286
H: -6.4227 0.2175 -0.6539
H: -2.4149 -4.1654 -6.1147
H: -1.5479 -0.6149 -7.6372
H: 1.0574 4.3003 4.0301
H: 2.4045 1.5661 -0.0142
H: -2.3832 1.0974 6.4887
H: -5.0189 1.2782 -0.4406
H: 3.3108 1.9219 -4.3012
H: 1.1149 6.5652 -0.8187
H: -2.5768 0.7784 -7.5493
H: 1.7865 -6.8023 1.2166
H: 1.0577 0.8110 -8.2643
H: 2.5540 1.6492 -6.5982
H: 2.9712 -4.9530 3.3231
H: -5.6349 -0.2943 -3.2054
H: 0.3845 0.1169 0.1868
H: -0.8593 -0.0429 4.6636
H: -4.8466 1.8522 2.5891
H: 0.7703 -0.2925 -6.8874
H: 2.0503 0.3405 -2.6056
H: -1.4108 0.6336 -8.9576
H: -5.0824 -0.1288 0.5590
H: 4.2911 -4.5203 1.0052
H: -0.2557 -1.4160 -0.4978
H: 4.1120 -3.0084 -3.0636
H: -3.1586 0.3323 4.2157
H: 1.2330 1.5248 5.7808
H: 1.1343 1.7854 -2.1643
H: -5.0533 4.9292 0.6606
H: 1.4047 1.5430 7.5981
H: 3.1744 3.6354 2.3799
H: 1.1945 -6.2793 5.2768
H: -4.4310 1.0318 -2.6956
H: 3.0031 3.3178 4.1597
H: -0.6609 4.1729 2.3406
H: 1.6577 3.8831 0.4584
H: 3.2921 -3.2588 1.7778
H: -3.3949 1.8545 1.4868
H: -0.0163 2.7814 1.8859
H: 3.0069 -2.1643 -0.3099
H: -1.9748 0.3634 -3.2406
H: -1.3642 -2.4302 -2.8648
H: -1.6000 2.5710 6.0237
H: -0.2787 -1.1230 -2.9309
H: 2.1850 1.4868 1.9176
H: 4.5730 -2.9778 -0.7381
H: 2.7085 -6.7141 3.6073
H: 2.6616 5.9620 -0.4334
H: -5.9440 3.4215 1.0703
H: -1.5506 2.2437 -1.7820
H: 0.5555 2.8166 6.7370
H: -2.0923 2.9002 3.2653
H: -3.3939 2.7869 4.4196
H: -1.3382 -3.1306 5.1324
H: -0.7555 -0.5587 -5.1320
H: 0.0917 4.4063 0.1604
H: 4.2052 1.4506 -0.1178
H: 0.8466 -4.5597 4.9692
H: -2.1469 1.8627 -0.4295
H: -1.2942 -4.0519 -4.7581
H: 3.4421 -6.4551 1.2155
H: 1.1537 2.7092 -6.4126
H: -0.2085 -2.6093 4.2337
H: -0.4291 -5.6619 4.8769
H: 0.3542 1.4000 -4.7643
H: -0.5049 1.6226 4.1590
H: 1.3315 -1.7250 1.4108
H: 5.2986 -0.1815 2.3582
H: 0.3960 -0.5501 2.3716
H: 1.8432 2.9665 -3.9437
H: 2.1027 7.4366 0.2984
H: -3.6793 -0.8155 -4.4802

Charge: +2
E, hartree: -2625.69783
Gap between HOMO and LUMO, eV: 4.94
E_LUMO, eV: -7.29
Spin multiplicity: 1

***

Relative energy (zero: lowest compared OMol25 entry of this formula, charge and spin) in kJ/mol, matching the order above: 0.0, 467.3, 0.0